1.
C27H72B3CuF12O27S9 | ωB97M-V/def2-TZVPD

Positions of all 151 atoms, in Å:
1 Cu -0.841 0.481 -0.656
2 B 0.865 -1.293 -0.223
3 F 1.806 -2.212 0.193
4 F 0.995 -0.122 0.482
5 F 0.980 -0.920 -1.545
6 F -0.411 -1.736 0.001
7 B -1.656 -0.599 -3.896
8 F -1.460 -0.552 -2.521
9 F -1.735 0.687 -4.337
10 F -0.772 -1.383 -4.505
11 F -2.906 -1.097 -4.055
12 B -2.937 0.017 1.065
13 F -3.282 -1.053 1.774
14 F -2.882 -0.263 -0.287
15 F -3.787 1.063 1.334
16 F -1.687 0.298 1.402
17 O -3.634 -5.491 1.506
18 S -3.870 -4.999 2.862
19 O -4.419 -5.812 3.974
20 O -2.426 -4.298 3.427
21 C -1.466 -3.696 2.544
22 C -0.343 -3.039 3.253
23 C -4.910 -3.493 2.635
24 H -1.900 -2.947 1.882
25 H -0.922 -4.456 1.983
26 H 0.230 -3.770 3.824
27 H -0.558 -2.204 3.920
28 H 0.295 -2.657 2.456
29 H -5.938 -3.774 2.406
30 H -4.536 -2.831 1.853
31 H -4.942 -2.969 3.590
32 O -0.477 2.819 8.472
33 S -1.539 3.168 7.580
34 O -1.417 4.403 6.807
35 O -1.794 1.960 6.455
36 C -0.663 1.693 5.588
37 C -1.077 0.671 4.546
38 C -3.139 3.033 8.610
39 H 0.100 1.433 6.322
40 H -0.404 2.667 5.173
41 H -0.206 0.480 3.919
42 H -1.876 1.034 3.900
43 H -1.434 -0.283 4.933
44 H -3.054 3.551 9.565
45 H -3.387 1.982 8.758
46 H -3.965 3.375 7.986
47 O 5.880 -1.244 1.244
48 S 5.361 -1.742 2.532
49 O 6.267 -2.345 3.474
50 O 4.515 -0.525 3.278
51 C 3.741 0.360 2.489
52 C 2.654 1.150 3.316
53 C 3.900 -2.908 2.336
54 H 3.238 -0.226 1.720
55 H 4.422 1.062 2.006
56 H 3.045 1.482 4.278
57 H 1.959 0.368 3.620
58 H 2.177 1.928 2.719
59 H 2.987 -2.374 2.600
60 H 4.137 -3.632 3.116
61 H 3.879 -3.313 1.324
62 O 0.481 1.605 -2.032
63 S 0.993 2.118 -3.328
64 O 0.102 2.774 -4.289
65 O 2.281 2.997 -3.040
66 C 2.920 3.697 -4.167
67 C 4.266 4.101 -3.571
68 C 1.781 0.634 -4.141
69 H 2.228 4.523 -4.329
70 H 3.021 3.096 -5.070
71 H 4.708 3.196 -3.154
72 H 4.273 4.768 -2.709
73 H 4.918 4.498 -4.348
74 H 2.010 0.686 -5.206
75 H 1.090 -0.172 -3.892
76 H 2.666 0.449 -3.532
77 O 2.118 -5.950 -4.591
78 S 1.248 -5.670 -3.462
79 O -0.071 -6.281 -3.261
80 O 2.071 -5.744 -2.042
81 C 1.419 -5.432 -0.848
82 C 2.348 -5.600 0.349
83 C 0.940 -3.784 -3.484
84 H 0.560 -6.074 -0.653
85 H 0.931 -4.461 -0.763
86 H 1.931 -5.042 1.188
87 H 3.373 -5.250 0.227
88 H 2.436 -6.680 0.463
89 H 1.653 -3.388 -2.761
90 H -0.107 -3.626 -3.224
91 H 1.147 -3.551 -4.529
92 O 4.894 0.763 -3.928
93 S 5.583 0.207 -2.774
94 O 6.021 -1.205 -2.663
95 O 6.885 1.216 -2.393
96 C 7.913 0.652 -1.622
97 C 8.946 1.795 -1.400
98 C 4.451 0.584 -1.308
99 H 8.438 -0.088 -2.226
100 H 7.613 0.085 -0.741
101 H 9.537 2.003 -2.291
102 H 9.600 1.541 -0.566
103 H 8.354 2.637 -1.041
104 H 3.472 0.122 -1.432
105 H 4.332 1.667 -1.343
106 H 4.982 0.328 -0.392
107 O -3.506 4.299 -0.550
108 S -3.241 3.283 -1.558
109 O -2.239 2.227 -1.368
110 O -4.708 2.659 -1.937
111 C -4.786 1.608 -2.893
112 C -6.347 1.598 -3.296
113 C -2.830 4.111 -3.197
114 H -4.500 0.608 -2.565
115 H -4.237 1.923 -3.781
116 H -6.991 1.297 -2.470
117 H -6.324 0.778 -4.014
118 H -6.703 2.506 -3.782
119 H -2.663 3.368 -3.977
120 H -1.923 4.669 -2.966
121 H -3.549 4.816 -3.614
122 O -0.389 2.258 0.448
123 S -0.233 3.606 0.975
124 O 0.994 4.008 1.727
125 O -0.491 4.630 -0.327
126 C 0.349 5.778 -0.482
127 C 1.458 5.519 -1.462
128 C -1.697 3.973 2.013
129 H 0.769 6.184 0.438
130 H -0.269 6.581 -0.883
131 H 1.036 5.085 -2.368
132 H 2.091 4.696 -1.129
133 H 2.082 6.353 -1.782
134 H -1.958 5.025 1.890
135 H -1.520 3.721 3.058
136 H -2.476 3.344 1.582
137 O -6.629 -2.710 -2.302
138 S -6.329 -2.664 -0.865
139 O -7.129 -3.335 0.129
140 O -4.765 -3.236 -0.628
141 C -3.890 -3.046 -1.704
142 C -2.730 -4.043 -1.462
143 C -6.047 -0.932 -0.353
144 H -3.547 -2.013 -1.754
145 H -4.288 -3.380 -2.662
146 H -2.390 -4.019 -0.426
147 H -1.848 -3.879 -2.081
148 H -3.088 -5.061 -1.616
149 H -5.339 -0.429 -1.011
150 H -5.711 -0.995 0.682
151 H -7.010 -0.421 -0.366

Summary:
* net charge: -1
* highest occupied orbital energy (alpha / beta): -8.5793 / -8.5791 eV
* E: -9601.083477 a.u.
* 2S+1: 2

Löwdin atomic charge list, values in e, 99 entries: Cu 0.919; B -1.444; F 0.167; F 0.163; F 0.154; F 0.190; B -1.489; F 0.136; F 0.162; F 0.214; F 0.171; B -1.535; F 0.217; F 0.154; F 0.174; F 0.197; O -0.308; S 0.726; O -0.320; O -0.259; C -0.289; C -0.064; C -0.108; H 0.103; H 0.117; H 0.084; H 0.064; H 0.069; H 0.059; H 0.030; H 0.069; O -0.301; S 0.669; O -0.315; O -0.290; C -0.253; C -0.042; C -0.083; H 0.114; H 0.103; H 0.062; H 0.079; H 0.081; H 0.063; H 0.059; H 0.057; O -0.321; S 0.696; O -0.289; O -0.281; C -0.272; C -0.023; C -0.071; H 0.091; H 0.111; H 0.078; H 0.056; H 0.061; H 0.052; H 0.063; H 0.046; O -0.307; S 0.710; O -0.275; O -0.314; C -0.201; C -0.049; C -0.047; H 0.110; H 0.125; H 0.049; H 0.076; H 0.087; H 0.088; H 0.046; H 0.026; O -0.301; S 0.699; O -0.315; O -0.257; C -0.316; C -0.055; C -0.058; H 0.120; H 0.102; H 0.071; H 0.070; H 0.080; H 0.058; H 0.039; H 0.061; O -0.315; S 0.729; O -0.300; O -0.271; C -0.302; C -0.054; C -0.056; H 0.110



2.
C27H72O14 | ωB97M-V/def2-TZVPD

Positions of all 113 atoms, in Å:
1 C 1.110 -5.246 -0.487
2 C 1.461 -3.892 0.019
3 C 0.779 -3.881 1.417
4 O -0.436 -4.490 1.190
5 C -0.178 -5.547 0.243
6 H 1.861 -6.003 -0.262
7 H 1.024 -5.288 -1.573
8 H 1.105 -3.103 -0.644
9 H 2.547 -3.795 0.046
10 H 0.634 -2.845 1.724
11 H 1.233 -4.521 2.173
12 H -1.019 -5.761 -0.416
13 H -0.003 -6.397 0.904
14 C -5.169 -2.713 -1.724
15 C -4.098 -2.184 -0.802
16 C -3.343 -3.522 -0.569
17 O -3.905 -4.523 -1.441
18 C -4.610 -3.905 -2.506
19 H -5.546 -1.906 -2.352
20 H -6.002 -3.057 -1.111
21 H -4.421 -1.735 0.137
22 H -3.465 -1.478 -1.339
23 H -3.433 -3.877 0.458
24 H -2.279 -3.435 -0.789
25 H -5.366 -4.575 -2.914
26 H -3.967 -3.647 -3.347
27 C 0.536 -2.653 -5.178
28 C -0.849 -3.029 -4.645
29 C -0.545 -2.954 -3.139
30 O 0.417 -1.845 -3.021
31 C 0.767 -1.388 -4.326
32 H 0.530 -2.456 -6.250
33 H 1.248 -3.453 -4.977
34 H -1.194 -4.008 -4.978
35 H -1.596 -2.312 -4.986
36 H -0.091 -3.878 -2.780
37 H -1.456 -2.764 -2.571
38 H 1.779 -0.993 -4.417
39 H 0.049 -0.600 -4.553
40 C -2.286 4.225 -1.577
41 O -2.731 4.024 -2.899
42 H -1.587 3.460 -1.238
43 H -1.759 5.178 -1.531
44 H -3.212 4.386 -1.025
45 H -3.652 3.755 -2.856
46 C -0.661 2.281 -4.563
47 O -0.066 1.674 -5.706
48 H -0.798 1.577 -3.742
49 H 0.030 3.053 -4.226
50 H -1.664 2.574 -4.875
51 H 0.855 1.809 -5.473
52 C -1.229 5.372 1.984
53 O -0.666 4.263 1.393
54 H -0.731 5.538 2.939
55 H -1.082 6.252 1.358
56 H -2.295 5.158 2.068
57 H -0.993 3.483 1.847
58 C -0.270 2.401 4.291
59 O -0.831 1.995 3.029
60 H 0.486 1.718 4.680
61 H 0.198 3.344 4.008
62 H -1.065 2.515 5.027
63 H -1.074 1.071 3.128
64 C 3.648 0.292 -2.360
65 O 4.231 -0.007 -3.612
66 H 4.380 0.222 -1.556
67 H 3.279 1.316 -2.302
68 H 2.804 -0.383 -2.216
69 H 4.752 -0.810 -3.537
70 C -0.239 0.625 -0.642
71 O 0.621 -0.467 -0.637
72 H -1.222 0.389 -1.050
73 H -0.393 0.971 0.380
74 H 0.095 1.495 -1.206
75 H 0.540 -0.842 -1.517
76 C 1.935 0.244 2.229
77 O 2.627 -0.277 1.072
78 H 2.532 0.248 3.141
79 H 1.528 1.244 2.084
80 H 1.107 -0.445 2.399
81 H 1.954 -0.399 0.400
82 C 0.905 -0.160 6.758
83 O 0.107 -0.675 5.728
84 C -1.294 -0.624 5.938
85 C -1.980 -1.188 4.668
86 O -1.749 -0.367 3.563
87 C -2.283 -0.891 2.389
88 H 1.942 -0.291 6.451
89 H 0.708 -0.634 7.720
90 H 0.758 0.907 6.927
91 H -1.648 0.371 6.208
92 H -1.519 -1.238 6.811
93 H -3.048 -1.255 4.876
94 H -1.728 -2.236 4.513
95 H -3.348 -1.103 2.295
96 H -1.691 -1.771 2.136
97 H -2.132 -0.124 1.629
98 C 5.949 3.333 1.770
99 O 4.857 3.948 1.088
100 C 3.791 2.960 0.846
101 C 2.573 3.726 0.133
102 O 2.907 4.191 -1.192
103 C 1.872 5.003 -1.714
104 H 6.238 2.380 1.325
105 H 5.599 3.120 2.780
106 H 6.772 4.047 1.789
107 H 3.485 2.566 1.815
108 H 4.171 2.100 0.295
109 H 2.141 4.467 0.805
110 H 1.788 2.982 -0.005
111 H 0.886 4.538 -1.694
112 H 2.061 5.104 -2.783
113 H 1.713 5.952 -1.202

Summary:
* net charge: -1
* highest occupied orbital energy (alpha / beta): 0.6893 / -7.4033 eV
* E: -2124.957195 a.u.
* 2S+1: 2

Löwdin atomic charge list, values in e, 99 entries: C -0.200; C -0.148; C -0.206; O -0.160; C -0.182; H 0.108; H 0.093; H 0.095; H 0.115; H 0.108; H 0.122; H 0.117; H 0.112; C -0.231; C -0.200; C -0.199; O -0.162; C -0.209; H 0.083; H 0.108; H 0.080; H 0.077; H 0.112; H 0.080; H 0.111; H 0.101; C -0.160; C -0.182; C -0.141; O -0.190; C -0.178; H 0.109; H 0.112; H 0.107; H 0.103; H 0.101; H 0.097; H 0.112; H 0.104; C -0.250; O -0.217; H 0.053; H 0.061; H 0.059; H 0.034; C -0.192; O -0.143; H 0.051; H 0.076; H 0.070; H 0.058; C -0.202; O -0.145; H 0.067; H 0.074; H 0.078; H 0.033; C -0.114; O -0.168; H 0.063; H 0.077; H 0.077; H 0.013; C -0.155; O -0.130; H 0.077; H 0.079; H 0.060; H 0.071; C -0.148; O -0.135; H 0.070; H 0.066; H 0.067; H 0.036; C -0.145; O -0.143; H 0.076; H 0.056; H 0.066; H -0.002; C -0.130; O -0.197; C -0.188; C -0.188; O -0.232; C -0.105; H 0.092; H 0.082; H 0.077; H 0.115; H 0.117; H 0.119; H 0.128; H 0.080; H 0.093; H 0.082; C -0.124; O -0.205